7
Properties=species:S:1:pos:R:3:forces:R:3 method="wB97M-V/def2-TZVPD" energy_ha=-1301.5647 mol_weight_g_mol=116.9 orbital_gap_ev="5.40 / 7.92"
C -0.2012 0.5136 -0.6088 1.7176 -1.4112 -0.3764
P 1.2891 -0.4232 -0.0531 -1.3354 0.6914 0.6530
Cl -0.1766 0.0357 3.0552 0.5690 -0.1525 -1.0816
Cl 0.5533 -2.2314 -0.2935 -0.0420 -1.1167 -0.0112
H 0.2047 1.4567 -0.7288 0.1516 2.4304 0.1111
H -0.9290 0.3880 0.1144 -1.2668 0.3477 2.0617
H -0.7402 0.2606 -1.4854 0.2059 -0.7892 -1.3566